# C4H14NO2

3 unconnected molecules or ions with the total composition C4H14NO2 at a distorted geometry (wB97M-V/def2-TZVPD, the OMol25 dataset).

As for the electronic energy: -365.78492 hartree. Its total charge is +1. As for the molar mass: 108.16 g/mol. Its orbital gap is 11.18 eV. The max |F| comes out at 0.0436 Eh/bohr. For the energy above the lowest of the compared OMol25 structures with the same formula, charge and spin, the calculation gives 1.246 eV. The value obtained for the highest occupied orbital energy is -14.25 eV. The LUMO energy is -0.1128 Ha.

Last column: Löwdin charge in e.
Atoms and positions in Å:
C: 1.46713 -2.01039 -0.11027  -0.08
C: 1.53000 -0.88495 0.90412  -0.20
C: 0.20230 -0.14509 0.98755  -0.28
C: -0.81246 -0.53096 1.74772  0.12
N: -0.16095 0.44121 -0.33266  0.22
H: 2.30748 -2.69061 0.03767  0.09
H: 1.51085 -1.64233 -1.14135  0.08
H: 0.57579 -2.63431 0.03356  0.09
H: 2.31123 -0.13156 0.76911  0.12
H: 1.64958 -1.26667 1.92055  0.12
H: -0.67846 -1.08192 2.66998  0.10
H: -1.81010 -0.25758 1.48187  0.05
H: 0.40733 1.23761 -0.65296  0.12
H: -0.17282 -0.31224 -1.01188  0.15
H: -1.13900 0.77954 -0.35358  0.13
H: -3.55168 1.41518 -0.67932  0.06
H: -3.88215 1.08501 0.75816  0.07
O: -3.13240 1.30393 0.18459  -0.05
H: 1.04894 3.17412 -2.06566  0.07
H: 1.33510 1.93403 -3.00226  0.07
O: 0.99429 2.21798 -2.14494  -0.04

***

# C4H14NO2

3 unconnected molecules or ions with the total composition C4H14NO2 at a distorted geometry (wB97M-V/def2-TZVPD, the OMol25 dataset).

As for the electronic energy: -365.74413 hartree. Its total charge is +1. As for the molar mass: 108.16 g/mol. Its orbital gap is 10.63 eV. The max |F| comes out at 0.0342 Eh/bohr. For the energy above the lowest of the compared OMol25 structures with the same formula, charge and spin, the calculation gives 2.356 eV. The value obtained for the highest occupied orbital energy is -13.81 eV. The LUMO energy is -0.1170 Ha.

Last column: Löwdin charge in e.
Atoms and positions in Å:
C: 0.62449 -0.87990 2.90428  -0.11
C: 0.42381 -1.38499 1.48227  -0.23
C: -0.07045 -0.31898 0.53609  -0.06
C: -0.01939 -0.37760 -0.80747  -0.08
N: 0.29527 0.90141 -1.46067  0.16
H: 1.41408 -0.14800 3.03851  0.08
H: -0.33295 -0.70263 3.39753  0.08
H: 0.85899 -1.76312 3.52098  0.08
H: 1.32655 -1.75822 1.00632  0.12
H: -0.24287 -2.23784 1.65180  0.12
H: -0.19113 0.69658 0.89917  0.10
H: -0.16055 -1.25345 -1.40714  0.12
H: 0.25338 1.04924 -2.48359  0.12
H: 1.25937 1.20035 -1.30683  0.17
H: -0.33561 1.55662 -0.97644  0.15
H: 1.31411 -0.73908 -3.78915  0.07
H: 1.06600 0.63835 -4.68090  0.07
O: 0.78687 0.04528 -3.97973  -0.04
H: -3.10360 1.43362 0.23234  0.06
H: -2.76588 2.10201 1.54660  0.05
O: -2.40049 1.94035 0.67603  -0.06

***

# C4H14NO2

3 unconnected molecules or ions with the total composition C4H14NO2 at a distorted geometry (wB97M-V/def2-TZVPD, the OMol25 dataset).

As for the electronic energy: -365.78214 hartree. Its total charge is +1. As for the molar mass: 108.16 g/mol. Its orbital gap is 11.15 eV. The max |F| comes out at 0.0238 Eh/bohr. For the energy above the lowest of the compared OMol25 structures with the same formula, charge and spin, the calculation gives 1.322 eV. The value obtained for the highest occupied orbital energy is -14.21 eV. The LUMO energy is -0.1125 Ha.

Last column: Löwdin charge in e.
Atoms and positions in Å:
C: 1.83483 -1.16753 1.31053  -0.07
C: 0.76754 -0.10723 1.66413  -0.19
C: -0.45696 -0.28877 0.83603  -0.31
C: -1.40866 -1.18102 1.00485  0.11
N: -0.37013 0.39232 -0.47425  0.20
H: 2.45377 -1.41110 2.17080  0.08
H: 1.39287 -2.11541 1.00430  0.08
H: 2.45407 -0.82778 0.47861  0.07
H: 0.54242 -0.19580 2.72685  0.12
H: 1.21558 0.88825 1.65779  0.12
H: -1.62570 -1.66905 1.94905  0.09
H: -2.13048 -1.51047 0.26255  0.08
H: -1.20696 0.34025 -1.04438  0.11
H: 0.46947 0.13104 -1.03709  0.12
H: -0.31162 1.40150 -0.31395  0.16
H: -3.04566 1.12859 -1.93224  0.06
H: -3.09592 2.22797 -0.81676  0.07
O: -2.52664 1.78002 -1.45460  -0.04
H: 1.34224 1.19624 -3.18494  0.08
H: 2.13786 0.11698 -2.50615  0.07
O: 1.56805 0.87100 -2.30111  -0.04

***

# C4H14NO2

3 unconnected molecules or ions with the total composition C4H14NO2 at a distorted geometry (wB97M-V/def2-TZVPD, the OMol25 dataset).

As for the electronic energy: -365.81376 hartree. Its total charge is +1. As for the molar mass: 108.16 g/mol. Its orbital gap is 12.17 eV. The max |F| comes out at 0.0278 Eh/bohr. For the energy above the lowest of the compared OMol25 structures with the same formula, charge and spin, the calculation gives 0.461 eV. The value obtained for the highest occupied orbital energy is -15.09 eV. The LUMO energy is -0.1074 Ha.

Last column: Löwdin charge in e.
Atoms and positions in Å:
C: -0.43587 -1.43177 -1.24757  -0.09
N: -1.43355 -0.93359 -0.22875  0.05
C: -0.80128 -1.33690 1.11588  -0.08
C: 0.64114 -0.96423 0.91008  -0.17
C: 0.93377 -1.44164 -0.51583  -0.14
H: -0.43542 -0.77144 -2.10697  0.13
H: -0.74465 -2.44287 -1.48964  0.13
H: -1.54302 0.09034 -0.30294  0.13
H: -2.31534 -1.42824 -0.34038  0.18
H: -1.30964 -0.76600 1.88730  0.14
H: -0.91851 -2.41625 1.15312  0.14
H: 1.28393 -1.41495 1.66247  0.13
H: 0.85655 0.09618 0.92846  0.10
H: 1.74848 -0.93043 -1.02247  0.12
H: 1.23253 -2.48554 -0.52745  0.11
H: 1.77080 3.88249 0.90491  0.04
H: 1.57001 4.71191 -0.41681  0.08
O: 1.44973 3.83814 0.01203  -0.05
H: 0.10311 2.41690 -0.49797  0.03
H: -1.05739 1.97325 0.46738  0.06
O: -0.59539 1.75463 -0.34486  -0.05

***

# C4H14NO2

3 unconnected molecules or ions with the total composition C4H14NO2 at a distorted geometry (wB97M-V/def2-TZVPD, the OMol25 dataset).

As for the electronic energy: -365.77236 hartree. Its total charge is +1. As for the molar mass: 108.16 g/mol. Its orbital gap is 10.58 eV. The max |F| comes out at 0.0275 Eh/bohr. For the energy above the lowest of the compared OMol25 structures with the same formula, charge and spin, the calculation gives 1.588 eV. The value obtained for the highest occupied orbital energy is -15.08 eV. The LUMO energy is -0.1654 Ha.

Last column: Löwdin charge in e.
Atoms and positions in Å:
C: 0.91611 2.68851 1.61772  -0.08
C: 0.48812 1.24504 1.48292  -0.23
C: -0.04271 0.92084 0.08145  -0.15
C: -0.79527 -1.35682 -0.06677  0.17
N: 0.12882 -0.49588 -0.23586  0.05
H: 0.96871 2.91352 2.66932  0.08
H: 1.80303 2.92977 1.05253  0.08
H: 0.14979 3.30840 1.14072  0.09
H: 1.22976 0.50392 1.78170  0.11
H: -0.29216 0.94881 2.17660  0.11
H: -1.05175 1.26253 -0.13997  0.15
H: 0.57412 1.45659 -0.59653  0.12
H: -1.81441 -1.04129 0.13586  0.11
H: -0.55077 -2.40947 0.02251  0.13
H: 1.02644 -0.84470 -0.60574  0.12
H: 3.09884 -2.06743 -0.67362  0.07
H: 3.53328 -0.68413 -1.18544  0.08
O: 2.84477 -1.13609 -0.68053  -0.04
H: -4.44026 -1.65533 -1.78366  0.06
H: -3.07787 -2.22570 -1.70386  0.04
O: -3.52244 -1.36312 -1.67540  -0.07

***

# C4H14NO2S

3 unconnected molecules or ions with the total composition C4H14NO2S at a distorted geometry (wB97M-V/def2-TZVPD, the OMol25 dataset).

Its spin multiplicity is 2. As for the electronic energy: -764.10345 hartree. Its total charge is -2. As for the expectation value of S²: 0.75. As for the molar mass: 140.23 g/mol. Its orbital gap (alpha / beta) is 1.88 / 6.36 eV. The max |F| comes out at 0.0421 Eh/bohr. For the energy above the lowest of the compared OMol25 structures with the same formula, charge and spin, the calculation gives 0.340 eV. The value obtained for the highest occupied orbital energy (alpha / beta) is 3.85 / -0.63 eV. The LUMO energy (alpha / beta) is 0.2108 / 0.2105 Ha.

Last column: Löwdin spin population.
Atoms and positions in Å:
C: -0.53818 -0.17319 1.25314  0.02
C: 0.80231 0.60666 1.07114  0.00
S: 2.15852 -0.21861 0.22909  0.02
C: -1.61990 0.85370 1.72526  0.04
N: -3.02064 0.43924 1.46454  0.03
C: -3.30980 0.42263 0.03110  0.44
H: -0.88215 -0.56075 0.28872  0.01
H: -0.37694 -0.88873 2.05548  0.00
H: 1.29035 0.71466 2.05953  0.00
H: 0.47711 1.55096 0.60230  0.00
H: -1.44426 1.04164 2.77940  0.01
H: -1.53189 1.86044 1.29614  0.01
H: -3.16664 -0.52417 1.75797  0.05
H: -2.76166 -0.23481 -0.64239  0.07
H: -3.33789 1.44155 -0.37941  0.07
H: -4.33871 0.06009 -0.19467  0.16
H: 2.13846 0.85031 -2.12143  0.00
H: 1.45603 -0.19702 -3.01936  0.00
O: 1.57530 0.74756 -2.90433  0.02
H: 0.74586 -1.80111 -1.68544  0.01
H: 2.16572 -1.91054 -1.38193  0.00
O: 1.53326 -2.16236 -2.10899  0.02

***

# C4H14NO3

A molecular structure, C4H14NO3 at a distorted geometry (wB97M-V/def2-TZVPD, the OMol25 dataset).

As for the electronic energy: -441.26615 hartree. Its total charge is -1. As for the molar mass: 124.16 g/mol. Its orbital gap is 7.54 eV. The max |F| comes out at 0.0424 Eh/bohr. For the energy above the lowest of the compared OMol25 structures with the same formula, charge and spin, the calculation gives 1.433 eV. The value obtained for the highest occupied orbital energy is -3.76 eV. The LUMO energy is 0.1389 Ha.

Last column: Löwdin charge in e.
Atoms and positions in Å:
C: 1.39391 0.67216 2.36410  -0.17
N: 0.59301 -0.01153 1.37925  -0.09
C: 2.68511 -0.15172 -0.10988  -0.07
C: 1.14023 -0.12118 0.01701  -0.38
C: 0.54541 0.97417 -0.87829  -0.38
O: -0.79276 0.78515 -1.10896  -0.29
H: 0.82529 0.72954 3.26504  0.06
H: 2.24158 0.05815 2.67696  0.06
H: 1.79895 1.61698 1.98780  0.07
H: -0.37106 0.26461 1.37005  0.08
H: 3.05565 0.54480 -0.85247  0.06
H: 2.95187 -1.13777 -0.49943  0.06
H: 3.21430 -0.11700 0.84059  0.05
H: 0.84038 -1.11245 -0.32247  0.12
H: 1.02918 0.90718 -1.87449  0.10
H: 0.84662 1.92258 -0.39464  0.10
H: -2.29312 -1.27355 -2.60613  -0.04
H: -1.27372 -0.32545 -1.58471  -0.04
O: -1.39310 -1.23487 -2.25801  -0.27
H: -3.20102 0.15416 0.38669  0.02
H: -2.65984 -1.26455 0.70202  0.03
O: -3.42870 -0.69240 0.77300  -0.08

***

# C4H14NO3

3 unconnected molecules or ions with the total composition C4H14NO3 at a distorted geometry (wB97M-V/def2-TZVPD, the OMol25 dataset).

As for the electronic energy: -441.30824 hartree. Its total charge is -1. As for the molar mass: 124.16 g/mol. Its orbital gap is 7.95 eV. The max |F| comes out at 0.0363 Eh/bohr. For the energy above the lowest of the compared OMol25 structures with the same formula, charge and spin, the calculation gives 0.287 eV. The value obtained for the highest occupied orbital energy is -4.03 eV. The LUMO energy is 0.1441 Ha.

Last column: Löwdin charge in e.
Atoms and positions in Å:
C: -1.25146 -0.09930 -0.05792  -0.39
O: -1.62679 1.21345 0.11333  -0.32
C: 0.27589 -0.28622 -0.06082  -0.43
C: 0.56809 -1.79822 -0.08100  -0.24
C: 2.07531 -2.11149 -0.16183  -0.13
N: 0.92309 0.30654 1.08095  0.05
H: -1.71793 -0.59966 -0.92215  0.10
H: -1.56562 -0.70248 0.82919  0.10
H: 0.61973 0.16573 -0.99476  0.14
H: 0.14764 -2.11818 -1.03949  0.10
H: 0.08795 -2.30271 0.74333  0.09
H: 2.20802 -3.19304 -0.12929  0.05
H: 2.40465 -1.76477 -1.14284  0.06
H: 2.61225 -1.59044 0.62530  0.05
H: 0.49089 -0.00845 1.93402  0.07
H: 0.89877 1.30925 1.08332  0.04
H: -1.09219 2.78979 2.28061  -0.01
H: -0.97382 2.22081 0.83333  -0.03
O: -0.56980 2.97650 1.49238  -0.22
H: -1.02452 1.87798 -1.51314  0.01
H: -2.22165 1.78609 -2.44009  0.02
O: -1.26849 1.92881 -2.47244  -0.12